No. 1
Below is C40H51BrF4O2P2PdS as an isolated structure, with properties calculated with ωB97M-V/def2-TZVPD.

XYZ file:
```
102
Properties=species:S:1:pos:R:3:forces:R:3
Pd -1.633 -0.464 1.046 0.053 -0.048 0.096
F -7.416 0.752 -2.967 0.004 -0.006 0.006
C -6.346 0.196 -2.409 0.002 -0.002 0.004
C -6.030 -1.122 -2.671 -0.003 0.009 -0.002
F -6.798 -1.842 -3.485 0.010 0.012 0.005
C -4.907 -1.678 -2.083 -0.003 -0.007 -0.007
F -4.652 -2.950 -2.404 0.004 0.002 0.000
C -4.069 -0.976 -1.225 0.001 0.005 0.009
P -2.603 -1.788 -0.406 -0.043 0.008 -0.099
C -1.714 -2.476 -1.857 0.015 -0.026 0.017
C -0.738 -3.441 -1.597 0.003 -0.002 -0.009
C 0.040 -3.958 -2.620 -0.008 -0.015 -0.008
C -0.128 -3.505 -3.923 0.009 0.002 -0.005
C -1.072 -2.524 -4.187 0.004 -0.005 0.001
C -1.856 -2.012 -3.161 -0.023 0.019 0.006
C -3.391 -3.276 0.331 0.002 0.008 0.008
C -3.828 -3.141 1.648 -0.003 0.002 -0.001
C -4.428 -4.206 2.304 -0.006 -0.010 0.005
C -4.574 -5.425 1.659 -0.005 0.009 0.001
C -4.122 -5.575 0.355 0.002 0.001 0.002
C -3.538 -4.506 -0.308 0.010 -0.011 0.007
C -4.415 0.357 -0.983 0.007 0.021 0.008
Br -3.427 1.518 0.144 0.000 -0.016 -0.010
C -5.532 0.931 -1.566 -0.015 -0.025 -0.025
F -5.864 2.203 -1.340 0.004 0.009 0.007
H -0.597 -3.795 -0.581 -0.002 0.002 0.000
H 0.780 -4.718 -2.400 0.003 -0.001 0.002
H 0.477 -3.910 -4.724 0.001 0.000 0.000
H -1.205 -2.157 -5.197 -0.001 0.002 -0.002
H -2.588 -1.246 -3.390 -0.005 -0.001 0.000
H -3.674 -2.207 2.177 0.002 0.000 -0.001
H -4.757 -4.081 3.327 -0.002 -0.001 0.002
H -5.031 -6.262 2.173 -0.001 -0.001 0.003
H -4.225 -6.526 -0.151 0.000 -0.002 -0.001
H -3.194 -4.637 -1.325 -0.001 0.002 -0.002
O -2.549 -1.223 4.251 0.046 0.006 -0.004
S -1.461 -0.622 3.428 -0.010 0.037 0.010
C 0.078 -1.505 3.869 -0.028 -0.038 -0.024
C 0.953 -0.578 4.709 0.014 -0.001 -0.002
C 0.014 0.412 5.395 -0.010 0.007 0.019
C -0.920 0.881 4.291 -0.044 0.013 -0.014
H 0.549 -1.839 2.948 0.000 0.006 0.001
H -0.297 -2.361 4.431 0.007 -0.012 -0.001
H 1.631 -0.036 4.047 0.009 0.008 0.003
H 1.552 -1.144 5.424 -0.002 -0.001 0.005
H 0.554 1.245 5.849 0.004 0.002 -0.004
H -0.563 -0.084 6.178 0.002 -0.005 0.006
H -0.397 1.486 3.549 0.002 -0.002 -0.007
H -1.828 1.381 4.625 0.003 0.006 0.008
O 0.657 0.473 1.588 0.006 0.049 -0.056
P 1.379 0.883 0.327 -0.008 -0.047 0.029
C 0.412 2.166 -0.530 -0.023 -0.005 -0.012
C -0.143 3.182 0.481 0.003 0.044 0.000
C -0.887 4.281 -0.272 -0.008 -0.007 -0.002
C 0.075 5.118 -1.135 -0.004 0.000 0.001
C 1.337 4.332 -1.507 0.007 0.008 -0.004
C 1.032 2.859 -1.769 0.017 0.003 0.005
C 3.063 1.403 0.835 0.005 0.018 0.014
C 3.022 2.208 2.166 0.016 -0.016 -0.002
C 3.458 3.656 1.976 -0.001 0.005 0.005
C 4.904 3.742 1.468 0.005 0.010 0.000
C 5.242 2.577 0.523 -0.002 -0.006 0.001
C 3.986 2.078 -0.189 0.003 -0.007 -0.010
C 1.396 -0.572 -0.779 0.003 -0.025 -0.023
C 1.414 -0.415 -2.303 -0.008 0.006 -0.005
C 2.811 -0.327 -2.907 0.000 0.012 -0.012
C 3.666 -1.509 -2.460 0.003 -0.011 -0.001
C 3.747 -1.585 -0.937 0.011 -0.002 0.008
C 2.358 -1.673 -0.308 -0.004 -0.004 0.006
H -0.449 1.567 -0.861 0.001 0.002 0.002
H 0.660 3.622 1.082 0.002 0.002 -0.008
H -0.799 2.662 1.179 -0.012 -0.006 0.024
H -1.432 4.922 0.423 0.005 0.008 -0.002
H -1.641 3.807 -0.907 0.002 0.003 0.003
H 0.365 6.025 -0.601 -0.001 0.002 -0.001
H -0.438 5.445 -2.042 0.000 -0.004 -0.002
H 2.066 4.415 -0.698 -0.004 -0.002 0.001
H 1.813 4.772 -2.386 -0.001 0.005 0.001
H 1.931 2.344 -2.110 -0.002 0.008 0.004
H 0.322 2.795 -2.598 -0.001 -0.001 0.000
H 3.504 0.427 1.072 -0.003 0.006 -0.001
H 3.701 1.732 2.880 -0.005 0.000 0.005
H 2.029 2.148 2.613 -0.011 0.007 0.003
H 3.354 4.202 2.915 0.003 0.000 -0.001
H 2.787 4.148 1.268 -0.004 0.001 -0.002
H 5.595 3.740 2.313 -0.001 -0.003 0.002
H 5.051 4.693 0.951 -0.001 0.001 0.003
H 5.673 1.745 1.088 0.002 0.000 0.000
H 5.998 2.882 -0.202 -0.002 0.002 -0.001
H 4.252 1.378 -0.981 0.001 0.016 0.013
H 3.495 2.923 -0.672 0.003 -0.003 0.002
H 0.379 -0.909 -0.517 0.000 0.003 0.011
H 0.794 0.426 -2.617 -0.001 -0.011 -0.001
H 0.929 -1.308 -2.711 0.014 0.011 0.014
H 3.298 0.610 -2.617 -0.009 -0.015 -0.009
H 2.733 -0.308 -3.997 0.000 -0.001 -0.001
H 4.667 -1.443 -2.890 0.001 0.001 0.002
H 3.215 -2.433 -2.840 0.003 0.001 0.000
H 4.283 -0.707 -0.563 -0.006 -0.017 -0.005
H 4.336 -2.453 -0.633 0.001 -0.001 -0.002
H 2.420 -1.681 0.784 -0.002 0.004 0.001
H 1.914 -2.633 -0.592 0.001 -0.005 -0.008
```
Forces are in eV/Å.

As for the energy above the lowest of the compared OMol25 structures with the same formula, charge and spin: 0.0 kJ/mol. As for the net charge: 0.

No. 2
Below is a 6-piece molecular cluster, C40H51N3O16 overall, with properties calculated with ωB97M-V/def2-TZVPD.

XYZ file:
```
110
Properties=species:S:1:pos:R:3:forces:R:3
C 1.475 -1.984 3.658 -1.103 0.158 0.083
C 0.657 -0.905 2.716 -2.653 1.878 -2.107
C -0.949 -1.217 2.443 2.200 3.872 -1.691
C -1.780 -0.144 1.510 3.426 0.227 0.928
C -1.134 1.220 0.824 1.584 -2.258 2.175
C -2.136 2.135 -0.095 0.329 -0.569 -0.373
C -2.723 3.474 0.654 -0.878 -0.398 -0.106
C -1.460 2.462 -1.590 -0.908 -0.391 0.132
C 0.464 1.548 1.124 -2.348 -3.470 1.405
O 1.039 2.785 0.556 0.660 -3.351 0.492
C 2.377 2.558 -0.014 0.269 0.300 -1.058
C 3.614 3.076 0.980 -0.163 0.985 0.213
C 3.064 3.350 2.529 -3.254 -3.514 7.961
N 2.598 3.141 3.743 4.463 2.293 -11.370
C 4.752 1.886 0.933 -0.289 -0.357 1.880
C 5.648 1.969 2.330 7.893 -2.514 4.379
N 6.618 1.771 3.197 -9.366 2.017 -7.908
C 4.211 4.559 0.474 -0.111 0.592 -0.206
C 3.127 5.734 0.410 3.128 1.541 -0.942
C 3.592 7.236 -0.017 3.907 -4.543 0.436
C 5.194 7.266 -0.315 -2.310 -2.876 0.950
C 6.043 5.910 -0.211 -0.666 0.664 0.003
N 5.665 4.519 0.168 -4.953 6.402 -0.302
C 1.309 0.457 2.048 -2.788 -0.745 -0.424
H 2.094 -2.774 3.038 -1.170 1.972 1.206
H 2.099 -1.437 4.488 -1.065 -1.130 -1.922
H 0.645 -2.619 4.234 1.751 1.445 -1.304
H -1.449 -2.178 2.943 1.171 2.441 -1.337
H -2.920 -0.373 1.326 2.526 0.662 0.291
H -3.084 1.452 -0.336 2.157 1.305 0.632
H -1.978 3.959 1.427 -1.417 -0.992 -1.757
H -3.705 3.126 1.235 2.224 0.860 -1.043
H -3.102 4.240 -0.171 1.009 -1.562 1.815
H -2.388 2.536 -2.329 2.113 0.060 1.453
H -0.866 3.475 -1.600 -1.104 -2.124 0.075
H -0.797 1.545 -1.948 -1.287 2.051 0.845
H 2.525 1.424 -0.352 -0.345 2.397 1.111
H 2.464 3.201 -1.014 -0.345 -1.212 2.274
H 4.189 0.835 0.946 1.256 2.350 0.285
H 5.409 1.880 -0.041 -1.087 0.511 2.243
H 2.000 5.523 0.671 2.590 0.263 -0.513
H 2.920 8.192 -0.084 1.355 -2.246 0.182
H 5.719 8.280 -0.607 -1.069 -2.474 0.637
H 7.202 6.021 -0.484 -2.871 -0.283 0.705
H 2.453 0.642 2.252 -2.615 -0.324 -0.382
C 5.668 -6.639 0.387 -0.027 -0.056 -0.504
C 4.929 -5.428 0.917 1.061 -0.820 -0.217
C 4.415 -5.614 2.314 0.583 -0.128 0.807
O 3.283 -4.765 2.343 -0.584 0.188 -0.848
C 2.821 -4.701 1.058 -2.297 0.927 -0.778
O 1.732 -4.251 0.738 2.495 -0.981 0.765
O 3.737 -5.208 0.179 -0.951 0.507 0.557
H 6.042 -6.442 -0.623 0.039 -0.006 0.196
H 6.515 -6.902 1.028 -0.107 0.112 -0.045
H 5.000 -7.505 0.308 0.045 0.181 0.184
H 5.554 -4.531 0.834 -0.083 -0.038 0.095
H 5.146 -5.311 3.070 -0.271 0.060 -0.045
H 4.086 -6.637 2.526 0.116 0.025 -0.166
C 5.739 1.473 7.858 0.403 -0.135 0.259
C 5.349 0.503 6.761 0.371 1.325 0.420
C 3.871 0.455 6.513 -0.510 0.887 -0.309
O 3.681 -0.862 6.030 0.636 -0.884 0.331
C 4.674 -1.619 6.585 0.223 -2.403 0.053
O 4.695 -2.839 6.581 -0.055 2.651 -0.064
O 5.639 -0.831 7.148 -0.796 -1.090 -0.430
H 6.827 1.487 7.981 -0.161 0.086 -0.093
H 5.399 2.488 7.632 0.036 -0.157 -0.071
H 5.321 1.164 8.823 -0.101 0.019 -0.226
H 5.905 0.722 5.842 -0.141 -0.022 0.021
H 3.549 1.191 5.771 -0.029 -0.230 0.016
H 3.271 0.580 7.422 0.185 0.044 0.020
C -6.018 1.613 -5.368 0.429 0.028 -0.146
C -6.021 2.000 -3.903 -0.317 -0.871 -1.249
C -7.234 2.785 -3.502 -0.852 -0.329 -0.070
O -6.754 3.567 -2.423 1.011 0.396 0.169
C -5.418 3.747 -2.647 1.433 1.515 1.097
O -4.722 4.556 -2.055 -1.510 -1.782 -1.255
O -4.964 2.905 -3.624 -0.115 0.977 1.049
H -5.125 1.023 -5.602 -0.281 0.024 0.101
H -6.903 1.025 -5.626 0.183 0.006 0.069
H -5.980 2.501 -6.009 -0.161 -0.023 0.222
H -5.888 1.113 -3.272 -0.050 0.084 0.010
H -8.057 2.142 -3.179 0.140 0.203 0.090
H -7.596 3.461 -4.285 0.126 -0.155 -0.061
C -2.662 -3.322 -7.731 -0.027 -0.041 -0.508
C -3.402 -2.110 -7.200 0.961 -0.803 -0.112
C -3.915 -2.296 -5.804 0.993 -0.091 0.229
O -5.048 -1.447 -5.775 -0.768 0.291 -0.964
C -5.510 -1.383 -7.059 -1.933 0.732 -0.615
O -6.598 -0.934 -7.380 2.274 -0.889 0.676
O -4.593 -1.890 -7.938 -1.140 0.600 0.462
H -2.289 -3.125 -8.741 0.043 -0.006 0.180
H -1.816 -3.584 -7.090 -0.123 0.111 -0.033
H -3.330 -4.187 -7.809 0.047 0.181 0.194
H -2.776 -1.213 -7.284 -0.074 -0.020 0.057
H -3.184 -1.994 -5.048 -0.411 -0.013 -0.383
H -4.244 -3.320 -5.592 0.204 0.166 -0.198
C -5.455 -4.230 0.729 0.068 -0.505 -0.075
C -4.525 -3.361 -0.093 -0.562 -0.464 1.247
C -5.133 -2.048 -0.482 -0.271 0.632 0.611
O -4.465 -1.743 -1.693 0.379 -0.743 -0.829
C -4.119 -2.942 -2.250 0.735 -0.441 -1.780
O -3.736 -3.084 -3.400 -0.825 0.074 3.300
O -4.262 -3.963 -1.351 0.227 0.860 -1.179
H -4.954 -5.164 1.006 -0.048 0.197 0.052
H -5.773 -3.719 1.642 0.109 -0.008 -0.119
H -6.342 -4.513 0.152 0.120 0.221 0.041
H -3.569 -3.225 0.427 -0.057 0.087 -0.097
H -4.956 -1.269 0.265 0.040 -0.024 -0.259
H -6.208 -2.107 -0.686 0.072 -0.150 0.102
```
Forces are in eV/Å.

Its SMILES is Cc1ccc(C(C)C)c(OC[C@@](C#N)(CC#N)c2ccccn2)c1.C[C@@H]1COC(=O)O1.C[C@@H]1COC(=O)O1.C[C@@H]1COC(=O)O1.C[C@@H]1COC(=O)O1.C[C@@H]1COC(=O)O1. As for the net charge: 0.

Number 1: LUMO level 0.42 eV, HOMO-LUMO gap 7.35 eV, total energy -5887.59961 hartree. Number 2: LUMO level -0.68 eV, HOMO-LUMO gap 7.25 eV, total energy -2922.21445 hartree.